Below is an isolated ion of composition C4H9NO2 and charge +1 at a distorted geometry, with properties calculated with ωB97M-V with the def2-TZVPD basis set.

Cartesian coordinates (Å):
C 0.38 2.07 1.38
C 1.01 0.73 1.10
N 0.88 0.16 -0.21
C -0.35 -0.12 -0.84
C -0.46 -1.63 -1.23
O -1.76 -2.07 -1.03
O 1.39 -0.06 1.91
H 0.06 2.53 0.45
H 1.07 2.70 1.93
H -0.47 1.83 2.04
H 1.65 -0.47 -0.45
H -0.39 0.46 -1.76
H -1.18 0.20 -0.20
H -0.24 -1.75 -2.29
H 0.28 -2.26 -0.70
H -1.88 -2.31 -0.10

Computed properties:
Kohn-Sham gap (spin up / spin down)	11.19 / 6.74	eV
relative energy (zero: lowest compared OMol25 entry of this formula, charge and spin)	165.1	kJ/mol
multiplicity	2
total charge	+1

Below is a 2-piece molecular cluster, C6H9N overall at a distorted geometry, with properties calculated with ωB97M-V with the def2-TZVPD basis set.

Cartesian coordinates (Å):
C 3.55 -0.78 0.13
C -1.62 0.50 0.80
C -1.74 0.80 -0.68
C 0.64 1.20 0.46
C -0.43 0.33 -0.25
C -0.14 -1.04 -0.41
N 4.71 -0.89 0.05
H 2.50 -0.64 0.32
H -1.46 1.15 1.64
H -2.08 -0.45 1.06
H -2.41 0.22 -1.21
H -1.71 1.85 -0.90
H 0.30 2.28 0.36
H 0.12 -1.53 0.57
H 0.73 -1.31 -1.11
H -0.96 -1.68 -0.83

Computed properties:
Kohn-Sham gap	8.92	eV
relative energy (zero: lowest compared OMol25 entry of this formula, charge and spin)	596.6	kJ/mol
multiplicity	1
total charge	0

Below is C25H27BHfN4O as an isolated structure at a distorted geometry, with properties calculated with ωB97M-V with the def2-TZVPD basis set.

Cartesian coordinates (Å):
Hf 1.19 -1.38 -0.86
B 1.07 -3.66 -3.09
N 0.91 -2.08 -3.23
C -0.13 -1.42 -3.78
C 0.19 -0.08 -3.90
C 1.47 0.01 -3.35
N 1.94 -1.19 -2.99
N 1.69 -4.00 -1.69
C 2.66 -4.89 -1.44
C 2.73 -5.12 -0.07
C 1.76 -4.29 0.47
N 1.11 -3.63 -0.50
H 1.83 -4.07 -3.92
H -0.05 -4.09 -3.15
H -1.03 -1.95 -4.03
H -0.44 0.71 -4.26
H 2.09 0.88 -3.18
H 3.20 -5.33 -2.26
H 3.40 -5.78 0.44
H 1.49 -4.11 1.50
C 3.43 1.13 1.20
C 3.15 -0.35 1.40
C 4.39 -1.09 1.89
C 1.98 -0.55 2.35
O 2.81 -0.91 0.13
H 3.62 1.63 2.15
H 2.56 1.61 0.74
H 4.30 1.28 0.55
H 4.73 -0.69 2.85
H 5.20 -0.99 1.16
H 4.17 -2.15 2.02
H 1.12 0.05 2.04
H 2.24 -0.27 3.37
H 1.68 -1.60 2.36
C -0.36 -0.17 -0.34
C -1.23 0.67 0.03
C -2.14 1.57 0.42
C -3.30 1.85 -0.44
C -3.74 0.90 -1.38
C -4.80 1.17 -2.23
C -5.45 2.40 -2.17
C -5.03 3.35 -1.25
C -3.97 3.08 -0.40
C -1.94 2.25 1.72
C -0.65 2.58 2.15
C -0.44 3.16 3.39
C -1.52 3.45 4.22
C -2.80 3.13 3.80
C -3.01 2.54 2.57
H -3.24 -0.06 -1.42
H -5.12 0.42 -2.93
H -6.28 2.61 -2.83
H -5.52 4.31 -1.20
H -3.64 3.84 0.30
H 0.18 2.37 1.50
H 0.56 3.41 3.70
H -1.36 3.91 5.19
H -3.65 3.34 4.44
H -4.02 2.28 2.26

Computed properties:
Kohn-Sham gap	5.99	eV
relative energy (zero: lowest compared OMol25 entry of this formula, charge and spin)	19.0	kJ/mol
multiplicity	1
total charge	0

Below is one molecule with the formula Br2OS2 at a distorted geometry, with properties calculated with ωB97M-V with the def2-TZVPD basis set.

Cartesian coordinates (Å):
O 0.34 1.45 -0.10
S 0.91 0.45 -0.88
S -2.35 -0.09 1.13
Br 2.40 -0.63 0.29
Br -1.30 -1.18 -0.45

Computed properties:
Kohn-Sham gap (spin up / spin down)	5.73 / 5.73	eV
relative energy (zero: lowest compared OMol25 entry of this formula, charge and spin)	129.0	kJ/mol
multiplicity	1
total charge	0

Q: What is the formula in the first record?
A: C4H9NO2

Q: Look up the relative energy (zero: lowest compared OMol25 entry of this formula, charge and spin) of the second one.
A: 596.6 kJ/mol